Entry 1:
Below is an isolated ion of composition C5H10N and charge +1, with properties calculated with wB97M-V/def2-TZVPD.

Calculated values
Relative energy (zero: lowest compared OMol25 entry of this formula, charge and spin)   74.1 kcal per mole
Orbital gap   7.19 eV
Charge   +1
Lowest unoccupied orbital energy   -6.767 eV

XYZ file:
```
16
Properties=species:S:1:pos:R:3:forces:R:3
C -0.8388 1.1410 0.1869 -0.82 -3.59 -0.95
C 0.4825 0.8052 0.3587 1.72 1.29 -0.56
C -2.1218 0.4216 -0.0307 -1.54 -1.99 0.20
C 1.2748 -0.2360 -0.0413 -2.24 -3.70 -0.34
C 2.7065 -0.4324 -0.1390 -0.44 -3.00 -1.82
N -2.3205 -1.0578 -0.0115 2.38 -0.34 -0.90
H -1.0240 2.1362 0.1004 -0.31 3.10 0.20
H 1.1173 1.6617 0.4744 0.05 0.81 0.51
H -2.7812 0.7668 0.8082 0.32 0.42 -0.66
H -2.6778 0.6898 -1.0133 1.18 0.50 1.57
H 0.8331 -1.2235 -0.3021 -0.63 0.92 0.21
H 3.1672 0.3574 -0.6140 1.46 1.93 -0.63
H 2.9755 -1.4432 -0.7271 -0.71 2.39 1.43
H 2.9983 -0.5527 0.8698 0.93 -0.03 1.37
H -1.7023 -1.4462 -0.7793 -1.20 0.21 1.22
H -2.0889 -1.5879 0.8599 -0.16 1.09 -0.85
```
Positions in Å, forces in eV/Å.

Results of the natural (NBO) charge analysis, in e, for atoms 1 through 6: 0.231, -0.392, -0.358, 0.229, -0.701, -0.815



Entry 2:
Below is a 2-piece molecular cluster, C3H7FOS overall, with properties calculated with wB97M-V/def2-TZVPD.

Calculated values
Relative energy (zero: lowest compared OMol25 entry of this formula, charge and spin)   122.9 kcal per mole
Orbital gap   9.62 eV
SMILES   C=C(C)S.OF
Lowest unoccupied orbital energy   0.617 eV

XYZ file:
```
13
Properties=species:S:1:pos:R:3:forces:R:3
C 0.3312 1.5863 -1.1748 -2.12 -1.21 -0.16
C 0.3599 -0.8181 -0.3875 -0.68 -0.56 -1.82
C -0.1034 0.5885 -0.3282 1.45 2.93 0.14
O -3.6389 0.0193 0.2812 -1.92 -1.48 3.31
F -3.8030 0.4192 -0.9811 0.14 1.04 -3.05
S -0.7737 0.8713 1.2413 -0.21 -0.96 1.27
H -0.0060 2.6762 -1.3322 0.62 -1.97 0.99
H -2.7145 0.0774 0.4885 1.55 0.37 -0.29
H 0.7014 1.0900 -2.0553 0.60 0.46 -0.60
H 1.3941 -0.8885 -0.4474 2.18 0.18 0.49
H 0.1302 -1.1668 -1.3804 -0.60 -0.48 -0.50
H 0.0217 -1.5727 0.3036 -0.52 0.31 0.50
H -1.3819 1.9959 1.0464 -0.50 1.36 -0.27
```
Positions in Å, forces in eV/Å.

Results of the natural (NBO) charge analysis, in e, for atoms 1 through 6: -0.434, -0.684, -0.148, -0.343, -0.142, 0.046



Entry 3:
Below is a single C9H11NO molecule, with properties calculated with wB97M-V/def2-TZVPD.

Calculated values
Relative energy (zero: lowest compared OMol25 entry of this formula, charge and spin)   11.5 kcal per mole
Orbital gap   10.50 eV
SMILES   c1cc([C@@H]2CCOC2)ccn1
Lowest unoccupied orbital energy   0.832 eV

XYZ file:
```
22
Properties=species:S:1:pos:R:3:forces:R:3
C 2.4557 -1.4313 0.4269 0.05 0.04 -0.06
C 1.1381 -1.0171 0.5707 -0.07 -0.10 0.14
C 0.7620 0.2297 0.0989 0.04 0.12 -0.08
C -0.6386 0.7948 0.1679 0.00 0.03 0.11
C -1.6136 0.0827 1.1264 -0.11 0.04 0.07
C -2.5959 -0.6509 0.1901 0.01 0.03 0.12
O -2.0036 -0.6213 -1.0978 -0.01 -0.01 -0.04
C -1.3485 0.6295 -1.1878 0.04 -0.11 -0.02
C 1.7520 0.9861 -0.5279 -0.03 0.03 -0.02
C 3.0336 0.4821 -0.6443 -0.01 -0.01 0.05
N 3.3988 -0.7064 -0.1654 0.08 -0.11 -0.02
H 2.7600 -2.4012 0.8123 0.01 0.08 -0.05
H 0.4363 -1.6785 1.0650 0.03 0.06 -0.08
H -0.5511 1.8526 0.4262 -0.01 -0.03 -0.06
H -2.1490 0.8050 1.7441 0.07 -0.01 -0.03
H -1.0992 -0.5950 1.8070 -0.05 0.03 -0.07
H -2.7756 -1.6906 0.4622 0.05 0.02 -0.04
H -3.5616 -0.1287 0.1702 0.03 -0.02 -0.03
H -0.6558 0.5883 -2.0278 -0.08 0.05 0.00
H -2.0767 1.4369 -1.3470 0.01 -0.03 0.02
H 1.5269 1.9685 -0.9307 -0.02 -0.04 0.04
H 3.8059 1.0648 -1.1396 -0.03 -0.06 0.06
```
Positions in Å, forces in eV/Å.

Results of the natural (NBO) charge analysis, in e, for atoms 1 through 6: 0.047, -0.270, 0.037, -0.276, -0.432, -0.074



Entry 4:
Below is a single C3H6ClN3 molecule, with properties calculated with wB97M-V/def2-TZVPD.

Calculated values
Relative energy (zero: lowest compared OMol25 entry of this formula, charge and spin)   33.3 kcal per mole
Orbital gap   9.27 eV
SMILES   NN/C=N\C=C/Cl
Lowest unoccupied orbital energy   0.863 eV

XYZ file:
```
13
Properties=species:S:1:pos:R:3:forces:R:3
C 1.4437 0.4821 -0.8150 -0.37 0.82 -0.45
C -0.2938 1.3480 0.5462 -0.81 0.48 1.18
C -1.3813 0.5721 0.6564 -0.54 0.31 0.91
H 0.4297 -1.3268 1.0442 -0.80 -0.17 0.05
H 1.5650 -0.3637 1.7072 0.02 0.13 0.08
H 2.5277 -1.2068 -0.6158 0.50 -0.29 -0.35
H 2.0188 0.6388 -1.7441 -0.28 0.02 0.42
H -0.2048 2.1696 1.2950 -0.14 -0.66 -0.54
H -2.1404 0.7191 1.4706 0.93 -0.24 -1.08
N 1.4005 -1.1048 1.0413 0.62 -0.01 0.08
N 1.7704 -0.6929 -0.2360 -0.36 0.20 0.34
N 0.6165 1.4036 -0.4656 1.15 -0.79 -0.78
Cl -1.7247 -0.7226 -0.4624 0.06 0.20 0.16
```
Positions in Å, forces in eV/Å.

Results of the natural (NBO) charge analysis, in e, for atoms 1 through 6: 0.311, -0.041, -0.326, 0.365, 0.349, 0.385



Entry 5:
Below is a 6-piece molecular cluster, C32H70IN2O28P6 overall, with properties calculated with wB97M-V/def2-TZVPD.

Calculated values
Orbital gap   4.78 eV
Charge   +1
Lowest unoccupied orbital energy   -5.378 eV

XYZ file:
```
139
Properties=species:S:1:pos:R:3:forces:R:3
C 10.5183 -3.1575 -4.5795 -0.02 0.36 -0.34
C 8.9849 -2.9588 -4.1805 -1.61 -3.37 2.22
O 8.4206 -3.9127 -3.5745 1.91 3.72 -2.55
O 8.1905 -1.8236 -4.4902 2.16 -0.88 0.87
C 8.8429 -0.5756 -4.1207 0.87 1.45 -0.10
C 9.2875 0.2032 -5.4468 -0.19 -0.40 -0.46
C 8.0567 0.7036 -6.3650 0.61 0.09 -0.68
C 7.6912 2.2526 -6.1769 0.16 0.14 0.61
C 6.9282 2.5998 -4.8034 -0.76 -0.63 -0.05
C 5.7908 1.5118 -4.4580 1.83 0.12 0.35
O 4.8349 1.4667 -5.5930 -3.31 0.30 1.77
C 3.6255 2.0699 -5.1938 0.96 3.50 1.37
O 3.6131 3.2177 -4.6700 -0.34 -4.60 -1.88
C 2.2159 1.3518 -5.3373 -2.65 -1.51 -1.04
C 1.0424 2.1527 -5.9428 0.04 -1.72 1.06
O 1.2787 3.4873 -6.3833 -1.10 -3.20 1.24
C -0.3624 1.4719 -6.0499 1.95 -0.18 0.60
I -1.9445 2.7545 -6.8698 1.35 -1.35 0.77
N -0.6143 0.1052 -5.6134 3.62 1.65 0.05
C -1.9565 -0.5230 -5.6912 -1.86 -1.55 0.83
C -2.6346 -0.3339 -4.2282 -0.59 3.03 2.50
O -2.6844 0.8219 -3.7570 0.55 -3.75 -1.88
O -3.1236 -1.4106 -3.4552 1.95 1.20 -1.57
C 0.4874 -0.6711 -5.0351 1.92 2.57 0.23
P 0.2548 -2.4605 -4.3743 0.86 -2.97 -2.78
O 0.8527 -3.5257 -5.3136 -1.13 2.55 1.88
C 1.9351 -0.0986 -4.8745 -2.42 1.48 -0.86
C 3.0815 -1.0207 -4.1962 0.50 0.37 -0.11
N 3.5188 -2.1392 -5.0804 -0.64 0.66 0.60
H 10.5467 -3.5198 -5.6676 -0.07 0.69 1.50
H 11.0047 -3.9762 -3.9464 -1.16 1.18 -0.76
H 11.1631 -2.2244 -4.4705 -1.03 -1.11 -0.34
H 9.7510 -0.7561 -3.4301 -1.39 0.17 -1.17
H 8.1076 0.0464 -3.4901 0.96 -1.05 -1.03
H 9.8820 -0.5435 -6.0970 -0.81 1.07 1.18
H 9.9896 1.0809 -5.2404 -0.95 -1.16 -0.05
H 7.1632 -0.0083 -6.2595 1.20 1.13 -0.08
H 8.4112 0.5862 -7.4577 -0.61 0.21 1.66
H 8.6720 2.8656 -6.1830 -1.53 -1.00 -0.08
H 7.0386 2.6553 -7.0308 0.96 -0.83 1.13
H 7.6130 2.6692 -3.8887 -0.80 -0.09 -1.36
H 6.3889 3.5949 -4.9538 0.79 -1.27 0.47
H 6.2074 0.4409 -4.3833 -0.58 1.70 -0.28
H 5.2848 1.7356 -3.4593 0.44 -0.06 -1.55
H 0.5546 4.0774 -6.0730 0.40 -0.52 -0.28
H -2.6676 -0.0526 -6.4440 1.32 -0.24 0.97
H -1.9072 -1.6439 -5.9630 0.32 1.94 0.35
H -2.8757 -1.2336 -2.5089 -0.86 0.13 -0.92
H -1.1558 -2.7075 -4.2925 0.67 0.71 0.46
H 0.7918 -2.5964 -3.0474 -0.43 0.82 -0.53
H 2.7458 -1.4234 -3.1704 0.28 0.72 -1.61
H 4.0280 -0.3944 -3.9796 -1.85 -0.50 -0.34
H 3.2611 -3.0587 -4.7020 -0.05 0.69 -0.63
H 3.2047 -2.0125 -6.0491 0.17 -0.38 0.73
C -3.9316 -4.7481 -3.0416 0.14 0.18 -0.47
O -4.0780 -4.8233 -1.6305 -2.44 -1.94 -1.72
P -5.6576 -4.4252 -1.0731 3.33 5.54 7.50
O -5.2856 -2.9606 -0.8732 -0.65 -0.76 -1.57
O -5.4036 -5.2703 0.3106 -0.91 -0.16 -0.94
C -4.1338 -5.2505 0.9435 0.64 -0.43 -0.04
O -7.2795 -4.1488 -0.5877 0.83 -2.16 -2.84
C -8.1473 -5.2752 -0.7206 -0.54 -0.45 0.15
H -2.9116 -5.0276 -3.3098 -0.06 -0.07 0.13
H -4.6278 -5.4356 -3.5308 0.27 0.03 -0.18
H -4.1216 -3.7262 -3.3838 -0.02 -0.07 -0.04
H -3.6329 -4.2872 0.8251 -0.15 -0.02 -0.10
H -3.5123 -6.0464 0.5289 0.10 0.14 0.06
H -4.2706 -5.4464 2.0063 -0.30 0.01 -0.09
H -7.8063 -6.1005 -0.0908 -0.03 0.04 -0.02
H -8.1847 -5.5977 -1.7636 -0.23 -0.06 0.08
H -9.1486 -4.9822 -0.4034 0.15 0.11 -0.04
C -5.7546 1.0349 4.5266 0.08 0.04 0.51
O -6.1558 0.3750 3.3332 1.07 3.42 -0.62
P -7.3407 1.2352 2.4250 -5.37 -8.27 -1.66
O -8.4895 0.5091 3.1120 0.78 1.69 0.43
O -6.8998 0.4380 1.0596 0.01 1.47 0.28
C -6.5469 -0.9381 1.1120 0.55 -0.48 0.05
O -8.4158 2.1984 1.4956 2.95 1.52 1.37
C -7.7872 3.2080 0.7083 0.05 0.33 -0.45
H -4.9963 0.4332 5.0287 -0.06 -0.02 -0.13
H -5.3301 2.0157 4.2916 0.11 -0.10 0.25
H -6.6114 1.1562 5.1970 0.05 0.01 0.00
H -7.1213 -1.4791 1.8674 0.00 0.20 0.05
H -5.4796 -1.0270 1.3222 -0.10 -0.17 0.03
H -6.7378 -1.3873 0.1392 -0.03 0.28 -0.01
H -7.1111 2.7599 -0.0246 -0.02 0.03 0.02
H -7.2312 3.8933 1.3528 -0.05 0.17 -0.19
H -8.5592 3.7668 0.1779 -0.02 -0.10 0.14
C -9.9531 3.5871 9.8704 -0.09 0.52 0.12
O -10.2510 2.1972 9.8946 2.83 0.76 -2.24
P -10.6068 1.5342 8.3447 -8.11 -4.83 3.44
O -12.0975 1.7727 8.5400 1.11 1.12 -0.82
O -10.2032 0.0338 8.8814 0.69 0.44 -0.87
C -10.5202 -0.3637 10.2053 0.32 0.07 0.58
O -10.8764 0.8827 6.7803 2.99 2.08 0.60
C -9.6899 0.5788 6.0454 0.23 -0.39 -0.48
H -9.7259 3.9202 10.8835 -0.02 -0.14 -0.05
H -9.0846 3.7761 9.2321 -0.01 0.20 0.20
H -10.8136 4.1506 9.4969 0.05 0.00 0.01
H -11.4571 0.0776 10.5516 0.08 0.07 -0.13
H -9.7049 -0.0763 10.8728 -0.16 0.02 0.12
H -10.6130 -1.4492 10.2314 0.03 0.01 -0.30
H -9.0987 -0.1800 6.5659 0.00 0.01 -0.01
H -9.0929 1.4841 5.9108 0.05 -0.11 -0.27
H -9.9732 0.1921 5.0669 0.01 0.17 0.10
C -5.2935 -3.0501 13.7415 0.01 -0.57 0.17
O -4.8103 -1.7310 13.5208 -3.21 -0.40 -1.66
P -4.7519 -1.2788 11.8601 9.11 3.76 0.96
O -3.3083 -1.7400 11.7159 -1.63 -0.87 -0.42
O -4.8029 0.3123 12.2644 -0.89 -0.58 -0.76
C -4.1026 0.7862 13.4038 -0.15 0.04 0.73
O -4.8520 -0.8486 10.2009 -2.80 -1.50 1.56
C -6.1467 -0.4372 9.7658 -0.39 0.28 -0.27
H -5.3125 -3.2476 14.8136 0.03 0.14 -0.08
H -6.3080 -3.1520 13.3446 0.04 -0.17 0.23
H -4.6349 -3.7787 13.2589 -0.04 0.02 0.03
H -3.1734 0.2373 13.5702 -0.12 -0.08 -0.11
H -4.7457 0.7035 14.2819 0.18 -0.02 0.05
H -3.8661 1.8395 13.2551 -0.12 -0.05 -0.27
H -6.4682 0.4577 10.3053 -0.02 -0.02 -0.03
H -6.8675 -1.2428 9.9248 -0.14 0.13 -0.22
H -6.0998 -0.2069 8.7005 0.09 -0.10 0.08
C 12.9441 6.1418 -6.4999 -0.38 0.42 -0.08
O 13.6565 5.1325 -5.7954 0.94 0.19 -3.61
P 13.5416 3.5701 -6.5096 -1.59 -4.19 9.08
O 12.3456 3.2114 -5.6349 -0.23 0.56 -1.72
O 14.9311 3.1198 -5.7602 -0.14 -0.07 -1.31
C 15.2180 3.5721 -4.4460 0.36 0.61 0.31
O 13.4883 2.0400 -7.2860 0.75 2.87 -2.04
C 14.4078 1.8838 -8.3666 0.39 -0.29 -0.36
H 13.0827 7.0962 -5.9912 0.07 -0.14 0.03
H 13.3230 6.2273 -7.5226 -0.10 0.26 0.10
H 11.8761 5.9040 -6.5219 0.04 0.03 -0.01
H 14.3134 3.6773 -3.8433 -0.03 -0.01 -0.18
H 15.7417 4.5282 -4.5006 -0.10 -0.02 0.16
H 15.8783 2.8511 -3.9651 -0.04 -0.16 -0.27
H 15.4376 1.9804 -8.0133 -0.04 -0.01 -0.03
H 14.2104 2.6325 -9.1374 0.10 -0.19 -0.15
H 14.2759 0.8896 -8.7952 -0.10 0.09 0.10
```
Positions in Å, forces in eV/Å.

Results of the Löwdin charge analysis, in e, for atoms 1 through 6: -0.008, -0.401, 0.044, -0.074, -0.189, -0.145



Number 1: E -6826.9899 eV, F_max 4.3 eV Å⁻¹. Number 2: E -18819.4708 eV, F_max 4.1 eV Å⁻¹. Number 3: E -13048.5742 eV, F_max 0.2 eV Å⁻¹. Number 4: E -20199.2875 eV, F_max 1.6 eV Å⁻¹. Number 5: E -158438.0137 eV, F_max 10.1 eV Å⁻¹.